The following is a quantum chemistry calculation of a cluster of 11 separate species, C60H74N10O17 in total at a distorted geometry, from OMol25.

Element x y z (Å)
O: -2.007 -0.587 2.333
N: -2.726 -0.051 3.113
O: -3.029 -0.654 4.149
C: -3.366 1.295 2.854
C: -4.093 1.894 3.860
C: -4.637 3.152 3.611
C: -4.575 3.597 2.307
C: -3.768 3.054 1.316
C: -3.199 1.844 1.603
H: -4.028 1.413 4.824
H: -5.171 3.609 4.431
H: -5.229 4.454 2.239
H: -3.603 3.433 0.319
H: -2.672 1.360 0.795
O: -2.274 6.666 -6.320
N: -2.187 5.463 -6.250
O: -1.115 4.854 -6.465
C: -3.442 4.730 -5.960
C: -3.503 3.323 -5.975
C: -4.672 2.613 -5.708
C: -5.783 3.384 -5.326
C: -5.772 4.740 -5.241
C: -4.620 5.388 -5.558
H: -2.660 2.713 -6.264
H: -4.871 1.552 -5.740
H: -6.681 2.831 -5.091
H: -6.473 5.283 -4.624
H: -4.636 6.467 -5.531
O: -5.369 -0.640 -2.623
N: -6.097 -1.535 -3.041
O: -7.160 -1.244 -3.667
C: -5.766 -2.956 -2.873
C: -6.727 -3.910 -2.595
C: -6.234 -5.221 -2.410
C: -4.965 -5.595 -2.673
C: -3.964 -4.656 -2.974
C: -4.403 -3.306 -2.950
H: -7.709 -3.719 -2.188
H: -7.007 -5.879 -2.041
H: -4.603 -6.606 -2.562
H: -2.939 -4.996 -2.975
H: -3.721 -2.514 -3.224
O: 3.073 5.212 -3.399
N: 3.515 4.840 -4.467
O: 3.837 5.557 -5.400
C: 3.463 3.422 -4.737
C: 3.795 2.990 -6.027
C: 3.883 1.641 -6.365
C: 3.862 0.715 -5.297
C: 3.457 1.134 -4.047
C: 3.215 2.519 -3.779
H: 3.895 3.667 -6.863
H: 4.042 1.192 -7.334
H: 3.976 -0.349 -5.439
H: 3.463 0.413 -3.242
H: 2.947 2.891 -2.801
O: 7.437 -1.905 2.259
N: 7.552 -1.280 1.164
O: 8.306 -1.648 0.273
C: 6.656 -0.125 0.816
C: 5.377 -0.005 1.412
C: 4.596 1.090 1.041
C: 5.021 2.065 0.095
C: 6.213 1.823 -0.539
C: 7.057 0.763 -0.162
H: 4.983 -0.789 2.041
H: 3.679 1.328 1.560
H: 4.344 2.883 -0.103
H: 6.487 2.629 -1.203
H: 8.064 0.600 -0.518
O: -3.447 -3.680 0.326
N: -4.414 -4.338 0.793
O: -4.440 -5.554 1.021
C: -5.610 -3.591 1.007
C: -6.877 -4.156 1.232
C: -8.008 -3.386 1.246
C: -7.852 -2.050 1.240
C: -6.636 -1.411 1.139
C: -5.477 -2.201 1.065
H: -6.839 -5.223 1.398
H: -8.957 -3.888 1.367
H: -8.810 -1.568 1.111
H: -6.675 -0.344 0.976
H: -4.547 -1.668 0.930
O: 1.588 -0.494 0.018
N: 1.333 0.573 -0.611
O: 1.893 1.594 -0.373
C: 0.010 0.606 -1.325
C: -0.268 1.577 -2.349
C: -1.548 1.580 -2.948
C: -2.446 0.655 -2.557
C: -2.175 -0.302 -1.630
C: -0.895 -0.412 -1.061
H: 0.574 2.189 -2.636
H: -1.653 2.145 -3.863
H: -3.414 0.538 -3.022
H: -2.933 -1.045 -1.434
H: -0.725 -1.130 -0.271
C: 2.100 -0.391 3.340
O: 3.099 -1.249 3.608
C: 3.609 -1.110 4.951
C: 2.579 -1.629 6.053
C: 2.993 -1.451 7.496
N: 2.480 -3.034 5.665
H: 2.003 0.434 4.045
H: 1.121 -0.860 3.437
H: 2.151 0.041 2.341
H: 4.608 -1.543 5.000
H: 3.855 -0.073 5.176
H: 1.596 -1.189 5.885
H: 4.021 -1.797 7.610
H: 2.277 -2.040 8.069
H: 2.884 -0.417 7.821
H: 2.308 -3.131 4.674
H: 3.432 -3.357 5.756
C: 6.274 6.858 -0.111
O: 5.299 7.483 0.662
C: 3.941 7.148 0.452
C: 3.721 5.906 1.300
C: 2.361 5.262 1.039
N: 3.966 6.257 2.660
H: 6.069 5.850 -0.472
H: 7.269 6.774 0.324
H: 6.416 7.433 -1.026
H: 3.360 7.953 0.902
H: 3.609 7.093 -0.585
H: 4.542 5.196 1.199
H: 1.663 6.066 0.806
H: 1.955 4.766 1.920
H: 2.280 4.455 0.311
H: 3.662 7.190 2.898
H: 4.962 6.221 2.826
C: -2.468 -5.098 5.424
O: -1.448 -5.338 4.422
C: -1.401 -4.221 3.553
C: -0.404 -4.412 2.434
C: -0.186 -3.295 1.393
N: -0.406 -5.733 1.868
H: -2.444 -5.830 6.231
H: -3.475 -4.955 5.031
H: -2.334 -4.113 5.872
H: -2.401 -4.071 3.146
H: -1.004 -3.345 4.067
H: 0.618 -4.450 2.809
H: 0.351 -2.424 1.770
H: -1.051 -2.922 0.844
H: 0.347 -3.706 0.536
H: -0.964 -5.553 1.046
H: -1.049 -6.166 2.517
C: 2.990 -4.862 -0.712
C: 3.267 -3.476 -0.950
C: 4.612 -3.029 -0.910
C: 5.623 -3.981 -0.571
C: 5.345 -5.304 -0.202
C: 3.998 -5.750 -0.304
H: 2.013 -5.212 -1.011
H: 2.536 -2.741 -1.253
H: 4.801 -1.998 -1.170
H: 6.638 -3.656 -0.398
H: 6.135 -5.992 0.059
H: 3.806 -6.808 -0.212

Atomic forces in eV per Å
O 1.1643 0.5351 -2.2452
N -1.5119 -1.0278 2.3213
O -0.4214 1.3890 -0.0628
C 0.5347 -1.1680 -0.1881
C 1.2737 0.0679 0.4592
C 0.2170 -2.3862 0.1402
C -0.7122 2.0209 0.5998
C -0.8218 -0.1369 0.3552
C 0.6292 -0.4398 -0.5410
H -0.4539 0.0648 0.1467
H -0.1783 0.4308 -0.3706
H 0.3885 0.5294 -1.0986
H -0.4300 0.4134 0.0867
H 0.3389 -0.3720 0.3045
O -0.2362 0.1856 0.1990
N 1.3716 -0.5911 -0.7836
O -2.2433 0.3125 0.6482
C -1.3439 -1.5239 0.7016
C 0.7433 -0.7058 -0.6354
C -1.1250 2.1691 0.3212
C -0.3900 -2.1730 -0.1510
C 0.4041 0.1003 1.2358
C 2.0767 1.6964 -0.9668
H 0.4560 0.3656 -0.0320
H 0.8420 -0.1242 -0.1834
H -0.1943 0.0377 0.2039
H -0.6906 0.0545 -0.6916
H 0.3368 0.1262 0.1784
O 0.0701 -1.3629 0.0132
N -2.4687 2.0445 -1.3898
O 2.2040 -1.3957 1.4796
C 0.9803 -0.2787 0.1880
C 1.1914 -0.6190 1.1268
C -2.6241 1.0993 -0.1114
C 2.3574 -0.3510 -0.1759
C -2.1010 1.2844 1.2024
C 0.4023 -0.5059 -1.4153
H -0.2035 0.4252 -0.6627
H 0.3160 -0.6058 -0.0655
H -0.4387 -0.2780 0.0752
H 0.0988 0.4443 -0.4007
H 0.2026 0.1076 0.2987
O 0.4790 0.3054 0.3032
N -1.5084 0.5159 -0.8836
O 0.3304 0.1175 0.7651
C 1.1857 -0.5366 -2.1471
C -0.2899 -0.6122 -1.7157
C 0.3760 -0.5409 1.9529
C -1.1944 0.4897 -0.1667
C 0.2566 1.3201 0.4791
C 0.2732 -2.0653 1.4104
H 0.0505 0.4433 0.3399
H 0.1118 0.7704 -0.3467
H 0.2923 -0.0267 -0.2507
H -0.3423 0.0537 0.1880
H -0.0079 -0.2525 0.2192
O -0.0958 2.1757 -2.4895
N -0.3611 -1.8291 1.0274
O -0.2498 0.4849 0.6861
C -1.2642 -0.0798 0.5800
C 0.5582 0.1818 -0.7904
C 0.4500 0.8912 0.1130
C -0.5312 -2.4110 1.3698
C 0.5517 0.8253 0.1298
C 0.1806 0.0240 0.2667
H 0.0697 0.1318 0.3542
H -0.1636 -0.5237 -0.0393
H 0.2690 0.1923 -0.2294
H 0.7041 -0.3965 -0.4772
H -0.0633 0.3226 -0.5142
O -1.5613 -2.0085 1.0086
N 1.6856 -0.7049 -0.8081
O 0.4831 1.7419 -0.4121
C -1.4113 2.1193 1.0665
C 2.1628 -1.3655 -0.3326
C 0.5815 -2.1505 0.9001
C -1.5285 1.4845 -1.0662
C 0.1057 -0.7776 -0.1812
C -0.7812 1.0119 -0.6751
H -0.4961 -0.2233 -0.3066
H -0.1672 0.2292 -0.0778
H 0.1636 0.9911 0.3811
H 0.5909 0.1047 0.3214
H 0.2597 -0.4263 0.0155
O -0.1717 1.6558 -2.0116
N -1.9224 -2.9823 2.6965
O 0.9227 1.6373 -0.8472
C -0.1214 0.3660 -1.9698
C 0.0856 -1.3541 1.4915
C 3.2937 0.7908 -0.4697
C -2.0173 -0.8232 -0.3998
C 1.2426 -1.0899 0.7868
C -0.9359 0.8263 0.7868
H -0.2875 0.4085 -0.2097
H -0.3840 0.4434 0.2127
H -0.1093 0.5064 -0.2232
H 0.0115 -0.0896 0.2838
H 0.2826 -0.1509 -0.1965
C -2.6322 1.6547 -0.3232
O 2.5450 -1.1557 1.5373
C -0.6636 1.5010 0.9539
C 1.0911 -0.2904 -2.7154
C -0.3424 -0.0537 -0.5854
N -0.2886 -0.9168 1.2106
H 0.4851 0.3442 0.1770
H -0.3353 -0.3702 -0.2393
H 0.2137 -0.2452 -0.1010
H -0.3237 -0.9048 0.0224
H -0.3016 0.6765 -0.4198
H 0.0478 0.3047 -0.0553
H -0.0377 -0.0380 0.4051
H 0.3488 -0.1714 0.2657
H 0.2555 0.0436 -0.0908
H -0.2848 0.2570 -0.1873
H 0.1499 -0.6662 0.1566
C 0.3333 -0.0794 -1.6800
O 0.4966 0.8074 0.3002
C 0.5314 -0.6253 0.2325
C -0.1710 -0.7700 -0.5324
C -0.5463 -0.0431 0.7144
N -0.2464 -0.0396 1.8072
H -0.6321 -0.3117 0.3030
H -0.2911 0.3979 0.8017
H 0.0886 0.1608 -0.2696
H -0.0463 0.1416 0.0480
H 0.4230 -0.2602 -0.3406
H -0.1680 -0.3260 -1.1727
H -0.2927 -0.1317 -0.2797
H 0.2572 0.2534 0.4129
H 0.4702 0.4208 -0.5975
H -0.1215 0.1137 0.0369
H -0.0935 0.2045 0.1687
C 0.6131 0.7625 -0.1952
O -0.9794 0.1441 0.8472
C 0.5746 0.5491 -0.4495
C 3.0830 0.7544 0.2950
C -0.9261 -0.0265 -0.6971
N -1.6919 -0.0877 -1.0485
H 0.1552 -0.2164 -0.4604
H -0.1679 -0.7614 -0.5822
H 0.6228 0.1363 0.2781
H -0.2485 0.4132 -0.0755
H -0.6486 0.3459 0.4276
H 0.0286 0.6587 1.3849
H 0.0405 -0.1724 0.1272
H -0.7464 0.0196 0.6058
H 0.7479 -0.2532 0.3616
H -0.3758 -0.9638 -0.7227
H -0.0513 -1.2727 -0.1452
C 0.7591 1.1736 -0.3875
C 1.8305 -1.0604 0.0207
C -0.7594 -2.1329 0.4604
C -0.4495 0.6256 0.8705
C -1.7999 0.8210 -0.8018
C 0.6678 0.8501 -0.7233
H -0.1931 -0.2279 0.5181
H -0.4298 -0.2790 0.0739
H 0.4050 0.0393 0.1471
H 0.2081 0.2235 -0.4427
H 0.0368 0.0698 0.1101
H -0.2782 -0.0160 0.2262

## Properties
- SMILES = O=[N+]([O-])c1ccccc1.O=[N+]([O-])c1ccccc1.O=[N+]([O-])c1ccccc1.O=[N+]([O-])c1ccccc1.O=[N+]([O-])c1ccccc1.O=[N+]([O-])c1ccccc1.O=[N+]([O-])c1ccccc1.COC[C@H](C)N.COC[C@H](C)N.COC[C@H](C)N.c1ccccc1
- HOMO (eV) = -8.6
- E_tot (hartree) = -4156.43450
- HOMO-LUMO gap (eV) = 7.34